# 1
DFT (ωB97M-V/def2-TZVPD) results for one molecule with the formula C5H11N at a distorted geometry.

HOMO-LUMO gap   8.554 eV
Highest occupied orbital energy   -7.47 eV
ΔE to the lowest compared entry with this formula, charge and spin   36.4 kJ/mol
M   85.15 g mol⁻¹
SMILES   CC(C)=C(C)N
E_LUMO   0.0398 hartree

The geometry in XYZ format:
```
17
C5H11N ωB97M-V/def2-TZVPD
H 1.545 0.653 -1.735
C -0.302 0.325 0.593
H -0.431 2.179 -0.481
H -0.993 0.341 2.529
C -0.528 1.798 0.538
H 0.531 -0.565 -2.547
H -1.517 2.114 0.871
H -0.682 -1.201 1.970
H 1.162 -1.939 0.682
C 0.175 -0.401 -0.432
C 0.467 -1.858 -0.156
H -0.462 -2.403 0.050
H -0.158 0.934 -2.093
H 0.951 -2.339 -0.988
N -0.494 -0.221 1.863
C 0.561 0.190 -1.760
H 0.176 2.395 1.097
```

=====

# 2
DFT (ωB97M-V/def2-TZVPD) results for C5H11N as an isolated structure.

HOMO-LUMO gap   9.554 eV
Highest occupied orbital energy   -8.39 eV
ΔE to the lowest compared entry with this formula, charge and spin   437.5 kJ/mol
M   85.15 g mol⁻¹
E_LUMO   0.0427 hartree

The geometry in XYZ format:
```
17
C5H11N ωB97M-V/def2-TZVPD
H 3.467 -0.578 -0.210
N -1.283 0.258 -0.626
H -2.680 -0.886 0.534
H -0.853 -0.798 -0.387
H -1.076 1.348 1.237
H 1.356 0.328 -1.285
H 2.686 0.633 0.822
H -3.090 0.832 0.339
H -3.259 -0.280 -1.042
C 1.318 -0.446 -0.502
H 2.513 -1.091 1.196
C -0.502 1.011 0.369
C 2.571 -0.363 0.380
C -2.656 -0.038 -0.162
H 0.055 1.831 -0.096
H 1.310 -1.423 -0.999
C 0.123 -0.338 0.432
```

=====

# 3
DFT (ωB97M-V/def2-TZVPD) results for one molecule with the formula C5H11N at a distorted geometry.

HOMO-LUMO gap   9.923 eV
Highest occupied orbital energy   -8.78 eV
ΔE to the lowest compared entry with this formula, charge and spin   225.3 kJ/mol
M   85.15 g mol⁻¹
SMILES   C=CCCNC
E_LUMO   0.0422 hartree

The geometry in XYZ format:
```
17
C5H11N ωB97M-V/def2-TZVPD
H -4.159 -0.005 0.089
H 1.910 -1.534 0.443
H -0.821 -0.346 -1.217
H 2.821 -0.217 1.296
H -0.172 -1.207 0.265
H 0.564 1.091 1.058
C 2.517 -0.598 0.249
H 3.470 -0.778 -0.258
H -3.241 -0.968 -1.142
H 2.253 1.050 -0.954
C -0.611 -0.210 -0.155
C -1.964 0.194 0.419
H 0.248 1.697 -0.617
C 0.518 0.814 0.021
C -3.169 -0.302 -0.185
H -1.835 1.038 1.261
N 1.672 0.280 -0.575
```

=====

# 4
DFT (ωB97M-V/def2-TZVPD) results for one molecule with the formula C5H11N.

HOMO-LUMO gap   10.099 eV
Highest occupied orbital energy   -8.92 eV
ΔE to the lowest compared entry with this formula, charge and spin   79.5 kJ/mol
M   85.15 g mol⁻¹
SMILES   C/C=C/CCN
E_LUMO   0.0434 hartree

The geometry in XYZ format:
```
17
C5H11N ωB97M-V/def2-TZVPD
H 0.073 1.136 -0.066
H 1.626 -1.156 1.276
C 0.350 0.139 0.253
H -0.831 -0.326 -2.181
N -2.299 0.629 -1.087
H 3.143 1.119 0.693
C 1.408 -0.119 1.007
H -0.059 -1.841 -0.476
H 3.091 0.404 2.272
H -1.221 -1.223 0.695
H -3.228 0.403 -0.757
H -2.386 1.185 -1.925
H -2.101 -1.420 -1.617
C -1.484 -0.569 -1.345
H 2.068 1.753 1.932
C 2.464 0.842 1.491
C -0.614 -0.957 -0.163
```

=====

# 5
DFT (ωB97M-V/def2-TZVPD) results for one molecule with the formula C5H11N at a distorted geometry.

HOMO-LUMO gap   10.169 eV
Highest occupied orbital energy   -9.14 eV
ΔE to the lowest compared entry with this formula, charge and spin   217.5 kJ/mol
M   85.15 g mol⁻¹
SMILES   C=C(C)CCN
E_LUMO   0.0380 hartree

The geometry in XYZ format:
```
17
C5H11N ωB97M-V/def2-TZVPD
H -0.176 1.687 -0.951
H 1.402 1.957 -0.300
H -0.872 1.481 2.377
C -0.252 0.651 2.120
C 0.151 0.608 0.859
H 1.905 -0.689 0.004
H 0.618 -1.407 0.807
N -0.970 -2.008 -1.124
C 0.123 -0.960 -1.300
H -0.098 2.835 0.348
H 0.950 -1.294 -2.025
H -0.381 0.036 -1.717
H -1.364 -1.990 -0.161
H -0.420 -0.178 2.713
H -1.709 -1.940 -1.678
C 0.746 -0.682 0.025
C 0.347 1.894 0.001
```

=====

# 6
DFT (ωB97M-V/def2-TZVPD) results for one molecule with the formula C5H11N at a distorted geometry.

HOMO-LUMO gap   10.166 eV
Highest occupied orbital energy   -9.00 eV
ΔE to the lowest compared entry with this formula, charge and spin   105.9 kJ/mol
M   85.15 g mol⁻¹
SMILES   C[C@@H]1CCCN1
E_LUMO   0.0428 hartree

The geometry in XYZ format:
```
17
C5H11N ωB97M-V/def2-TZVPD
H -1.768 -1.418 0.125
H -0.413 -0.659 1.881
H 0.010 -1.701 -2.208
N 0.430 0.243 -1.157
H 0.128 0.973 -1.826
C 0.033 0.755 0.193
H 1.981 1.451 0.823
C 0.125 -0.566 0.940
H -1.077 1.088 0.149
H 0.659 2.667 0.385
H -1.480 -0.720 -1.841
H 1.186 -0.764 1.151
H 0.666 1.824 1.966
C 0.913 1.744 0.870
C -0.392 -0.926 -1.427
H -0.291 -2.504 0.007
C -0.711 -1.489 -0.034
```

=====

# 7
DFT (ωB97M-V/def2-TZVPD) results for one molecule with the formula C5H11N at a distorted geometry.

HOMO-LUMO gap   8.421 eV
Highest occupied orbital energy   -7.47 eV
ΔE to the lowest compared entry with this formula, charge and spin   227.3 kJ/mol
M   85.15 g mol⁻¹
SMILES   C=C(N)C(C)C
E_LUMO   0.0350 hartree

The geometry in XYZ format:
```
17
C5H11N ωB97M-V/def2-TZVPD
H -1.597 1.526 1.228
C 0.932 0.068 -0.182
C 1.754 -1.046 -0.161
H -2.336 1.138 -0.283
H -2.224 -1.348 0.225
H 0.239 -0.379 1.193
H -0.725 -2.225 0.113
H -1.340 -1.361 -1.315
C -1.227 -1.312 -0.224
C -1.358 1.196 0.213
H 2.532 1.327 -0.180
H 1.110 2.011 0.406
H 1.375 -2.033 -0.380
H -0.965 2.102 -0.261
N 1.520 1.323 -0.212
H 2.809 -0.937 -0.379
C -0.499 -0.049 0.198
```

=====

# 8
DFT (ωB97M-V/def2-TZVPD) results for C5H11N as an isolated structure.

HOMO-LUMO gap   8.727 eV
Highest occupied orbital energy   -7.74 eV
ΔE to the lowest compared entry with this formula, charge and spin   327.5 kJ/mol
M   85.15 g mol⁻¹
E_LUMO   0.0363 hartree

The geometry in XYZ format:
```
17
C5H11N ωB97M-V/def2-TZVPD
C 2.538 0.219 0.257
C 1.138 -0.381 0.168
N -1.264 0.132 -0.162
H 1.104 -1.143 -0.622
H -2.461 0.647 1.523
H 3.288 -0.549 0.468
H 2.597 0.970 1.054
C -1.968 -0.431 -1.168
H 2.821 0.710 -0.681
H -2.352 -1.174 1.097
H 0.080 1.444 0.672
C -2.122 -0.145 0.849
H -2.927 -0.010 -1.434
H -1.519 -1.177 -1.829
C 0.076 0.680 -0.119
H 0.878 -0.885 1.107
H 0.269 1.177 -1.076
```

=====

# 9
DFT (ωB97M-V/def2-TZVPD) results for one molecule with the formula C5H11N at a distorted geometry.

HOMO-LUMO gap   9.776 eV
Highest occupied orbital energy   -8.80 eV
ΔE to the lowest compared entry with this formula, charge and spin   269.0 kJ/mol
M   85.15 g mol⁻¹
SMILES   CC(C)=CCN
E_LUMO   0.0358 hartree

The geometry in XYZ format:
```
17
C5H11N ωB97M-V/def2-TZVPD
C -1.064 -0.088 -0.062
H -2.908 -1.076 -0.803
H -2.676 -0.950 1.051
H 1.534 0.589 1.361
H 3.198 -0.565 -1.220
H -2.165 1.719 0.853
H 0.443 -1.403 0.142
H 1.507 1.403 -0.327
C -1.630 1.347 -0.092
C 0.303 -0.392 -0.078
H -1.648 -2.221 -0.026
N 2.943 -0.334 -0.054
C 1.475 0.416 0.226
H 3.692 0.348 0.220
H -0.784 2.016 -0.324
C -2.135 -1.120 0.066
H -2.486 1.502 -0.909
```

=====

# 10
DFT (ωB97M-V/def2-TZVPD) results for a 2-piece molecular cluster, C5H11N overall at a distorted geometry.

HOMO-LUMO gap   10.236 eV
Highest occupied orbital energy   -9.34 eV
ΔE to the lowest compared entry with this formula, charge and spin   170.2 kJ/mol
M   85.15 g mol⁻¹
SMILES   C=CN=C.CC
E_LUMO   0.0330 hartree

The geometry in XYZ format:
```
17
C5H11N ωB97M-V/def2-TZVPD
H 2.081 2.758 0.218
H -0.021 -4.016 0.858
C -0.091 2.462 0.359
H -0.290 3.324 -0.278
H 1.443 1.532 -0.837
H -0.820 1.680 0.190
H -0.166 2.796 1.397
H 0.907 -1.890 0.966
H -1.545 -3.381 -0.108
C -0.621 -3.227 0.431
H -1.468 0.102 -1.571
H -0.828 -1.666 -1.865
N -0.567 -0.813 -0.022
H 1.597 1.172 0.874
C 1.344 1.959 0.167
C -0.909 -0.770 -1.244
C -0.047 -2.022 0.465
```